Formula: C26H78O13S13
Source: OMol25
Level of theory: ωB97M-V/def2-TZVPD

ORCA input file:
```
! RIJCOSX wB97M-V def2-TZVPD def2/J DEFGRID3
* xyz 0 1
C -1.36503 0.89324 -5.51567
S -0.52283 2.15640 -4.47822
O -1.32906 2.26022 -3.17926
C 0.89645 1.13599 -4.05355
H -2.18247 1.11282 -6.20246
H -1.88507 0.15674 -4.90311
H -0.64238 0.26286 -6.03385
H 0.61684 0.11329 -3.80055
H 1.33082 1.52494 -3.13260
H 1.60668 1.15262 -4.88023
C 1.40719 2.34554 4.18832
S 2.11823 0.60981 4.15937
O 2.54878 0.39923 5.61917
C 0.54804 -0.33609 3.91935
H 0.85779 2.47380 3.25569
H 2.10896 3.17929 4.21000
H 0.71521 2.47898 5.01986
H 0.55101 -0.77387 2.92113
H -0.38937 0.21127 4.01805
H 0.39476 -1.11434 4.66697
C 4.03901 4.51506 -2.37339
S 3.70712 3.05080 -1.23316
O 4.36659 1.76328 -1.76537
C 4.58223 3.68929 0.28214
H 5.10472 4.74376 -2.36582
H 3.62459 5.40908 -1.90749
H 3.59255 4.47206 -3.36683
H 4.43432 4.76674 0.20911
H 5.64021 3.42704 0.28034
H 4.06772 3.16337 1.08638
C -3.13243 -4.03988 -2.66076
S -4.35640 -2.72157 -2.27547
O -3.54233 -1.58999 -1.72314
C -4.71578 -2.24478 -4.02238
H -3.64764 -4.73418 -3.32455
H -2.84215 -4.56651 -1.75164
H -2.27569 -3.59964 -3.17095
H -5.25438 -1.29741 -4.04463
H -5.23602 -3.09344 -4.46649
H -3.76024 -2.20012 -4.54493
C -3.75903 -0.98501 1.83206
S -3.97024 -2.54286 2.81692
O -5.06857 -2.29788 3.84853
C -4.65335 -3.85472 1.65897
H -4.08501 -1.18732 0.81181
H -2.68293 -0.92708 1.99560
H -4.25340 -0.10223 2.23751
H -5.03816 -4.69818 2.23220
H -3.96422 -4.05872 0.83947
H -5.49161 -3.30078 1.23638
C 1.50179 1.04894 0.64288
S 1.32580 -0.62997 -0.10146
O 1.32801 -1.70830 0.90977
C -0.44127 -0.46527 -0.48943
H 1.29374 1.85477 -0.06100
H 2.39300 1.07278 1.26999
H 0.68024 1.15145 1.35185
H -1.03585 -0.12470 0.35826
H -0.82477 -1.44009 -0.79069
H -0.49360 0.26734 -1.29482
C -4.61036 2.80544 -3.82128
S -5.40022 1.52968 -2.79533
O -6.54634 2.23672 -2.09233
C -4.06640 1.47243 -1.49471
H -5.41099 2.96397 -4.54375
H -3.68968 2.57172 -4.35590
H -4.45822 3.68018 -3.18899
H -4.32499 0.80649 -0.67145
H -3.91049 2.45399 -1.04714
H -3.08355 1.19280 -1.87407
C 6.50601 1.13924 3.08184
S 6.55086 -0.23832 1.80649
O 7.35111 -1.32770 2.50496
C 4.74860 -0.60006 1.69787
H 7.48417 1.61654 3.02275
H 6.35610 0.67710 4.05757
H 5.68563 1.80820 2.82191
H 4.18339 -0.68803 2.62572
H 4.60925 -1.53215 1.15024
H 4.37859 0.30507 1.21628
C -0.95318 -5.51719 2.24667
S -0.87652 -5.63516 0.40081
O -2.18287 -6.21150 -0.05615
C -0.87357 -3.77646 -0.03289
H -0.83328 -6.47260 2.75747
H -1.91921 -5.12822 2.56850
H -0.29881 -4.69353 2.53212
H -0.52828 -3.60389 -1.05225
H -0.28178 -3.30173 0.74974
H -1.88975 -3.38594 -0.08733
C 4.41334 -5.33862 4.31640
S 2.81512 -5.07649 3.43322
O 1.90418 -5.04068 4.65209
C 2.95559 -3.36666 2.97018
H 4.33637 -4.91062 5.31589
H 5.26676 -5.01041 3.72306
H 4.43330 -6.42297 4.42542
H 3.72415 -3.24848 2.20633
H 3.43407 -2.84722 3.80044
H 1.96998 -2.92639 2.81910
C 1.03129 6.76968 1.59100
S 1.50833 5.19431 0.69952
O 1.15257 3.99745 1.60087
C 0.30590 5.14837 -0.68404
H 0.73063 7.37588 0.73647
H 1.85557 7.31652 2.04884
H 0.18504 6.56182 2.24579
H 0.51195 5.83424 -1.50576
H -0.74804 5.27639 -0.43719
H 0.46073 4.16633 -1.13093
C 0.58895 -3.11976 -6.64609
S 1.66693 -2.61480 -5.25087
O 2.15268 -1.17043 -5.46574
C 0.31712 -2.57291 -3.97812
H 0.01177 -4.03495 -6.51423
H 1.24114 -3.24019 -7.51110
H -0.08483 -2.30467 -6.91018
H -0.47721 -1.97239 -4.42144
H 0.67193 -2.10709 -3.05876
H -0.08188 -3.57271 -3.80698
C -2.10232 3.77866 4.05791
S -3.15505 2.51374 3.25305
O -2.47547 1.16520 3.41719
C -2.75422 3.02783 1.55793
H -2.59651 4.72604 3.84262
H -1.05126 3.88626 3.78994
H -2.26537 3.59750 5.12031
H -1.96767 3.77951 1.49142
H -3.68461 3.30006 1.05956
H -2.45699 2.10746 1.05527
*
```

Computed properties:
Frontier orbital gap   7.642 eV
Largest force on an atom   3.1 eV/A
ΔE to the lowest compared entry with this formula, charge and spin   345.7 kJ/mol
LUMO level   -0.41 eV
E_tot   -7191.4275 Ha

These are the Löwdin partial charges, in e, on atoms 1 to 6: atom 1 (C): -0.254, atom 2 (S): 0.869, atom 3 (O): -0.593, atom 4 (C): -0.263, atom 5 (H): 0.051, atom 6 (H): 0.041


Formula: C26H78O25
Source: OMol25
Level of theory: ωB97M-V/def2-TZVPD

ORCA input file:
```
! RIJCOSX wB97M-V def2-TZVPD def2/J DEFGRID3
* xyz 0 1
C -16.26470 14.85627 5.62807
C -16.62625 15.44707 6.96340
O -17.06995 16.79444 6.87809
O -17.41091 15.01736 4.84056
H -15.94270 13.81408 5.85102
H -15.35234 15.33718 5.18048
H -15.77154 15.39584 7.57823
H -17.35354 14.84410 7.45540
H -17.49838 16.90795 5.97000
H -17.32120 14.50169 4.02927
C -20.30160 13.91071 6.01560
C -21.56019 13.87897 5.26325
O -22.61124 14.24158 6.17331
O -20.23066 12.94299 7.13778
H -20.10563 14.95296 6.42008
H -19.48163 13.66244 5.37339
H -21.81240 12.89780 4.91727
H -21.46843 14.53882 4.37278
H -23.33715 14.61945 5.75097
H -21.05018 13.13576 7.65605
C -21.93661 14.47393 1.25619
C -20.44572 15.12227 1.46626
O -19.90355 14.65103 2.72451
O -22.50164 14.81679 0.02233
H -22.51103 15.01368 2.02604
H -21.93835 13.41909 1.37994
H -20.53114 16.20370 1.58388
H -19.69718 15.00402 0.63164
H -19.57058 13.70187 2.64091
H -21.80407 14.67056 -0.59499
C -15.30835 8.59262 4.15882
C -13.97361 8.27275 3.52712
O -13.01898 8.25163 4.54631
O -16.25878 8.84052 3.22316
H -15.09213 9.52988 4.73053
H -15.59599 7.78593 4.88401
H -13.69511 9.01812 2.72340
H -14.06038 7.29120 3.06260
H -12.59063 7.36483 4.51364
H -16.32397 9.85936 3.16927
C -19.48714 7.44002 1.44250
C -18.18437 7.03273 0.70771
O -17.25793 8.05012 0.72707
O -20.39505 8.15242 0.62137
H -19.17099 7.98689 2.29283
H -20.01347 6.56737 1.89959
H -18.38773 6.74800 -0.31874
H -17.73936 6.15395 1.16229
H -16.95903 8.14981 1.66126
H -20.15914 9.07546 0.44209
C -12.42422 11.28936 4.83159
C -13.37395 11.75066 3.78729
O -13.67689 13.14311 3.74242
O -12.90145 12.01420 6.01286
H -11.36178 11.56314 4.66830
H -12.60466 10.21236 4.93846
H -14.30996 11.23777 4.01365
H -13.05441 11.53222 2.74306
H -13.54246 13.45384 4.65371
H -13.22235 11.35123 6.60693
C -20.29434 10.64711 -2.69612
C -19.70850 11.25521 -1.46356
O -20.30570 10.88992 -0.26915
O -21.70405 10.91153 -2.81610
H -20.17400 9.55121 -2.66007
H -19.74831 11.06688 -3.52901
H -19.63679 12.36130 -1.49844
H -18.65539 10.93644 -1.46208
H -21.28403 10.99279 -0.31452
H -22.08354 10.40248 -3.53539
C -21.93385 6.44312 4.68173
C -20.81614 7.39796 4.99181
O -21.06916 8.66877 4.51193
O -22.01404 6.07597 3.29799
H -22.85238 6.77866 5.11525
H -21.71992 5.50314 5.24180
H -19.84818 7.05488 4.61076
H -20.78228 7.41933 6.11588
H -20.80400 9.30253 5.20768
H -22.52563 6.71801 2.81771
C -16.32697 14.70477 1.48575
C -16.87580 16.10294 1.78209
O -17.33200 16.67381 0.53742
O -16.24307 13.91253 2.68727
H -15.37252 14.76719 0.96051
H -17.04414 14.23211 0.78953
H -16.02599 16.63239 2.22937
H -17.69176 16.00661 2.44981
H -18.33100 16.68852 0.50098
H -15.34242 13.78724 2.95809
C -23.68249 10.41332 2.49572
C -23.86528 9.24522 1.54274
O -22.99023 8.21397 1.92890
O -22.41973 10.90299 2.36061
H -23.84347 9.99376 3.48943
H -24.41584 11.18277 2.27940
H -23.65202 9.54541 0.48726
H -24.94518 8.99038 1.48979
H -22.28057 8.19768 1.25712
H -21.86497 10.15902 2.73264
C -18.01058 11.40534 4.09600
C -19.10278 11.08650 3.13488
O -18.96195 12.07319 2.10046
O -16.83032 11.38060 3.39568
H -18.01948 10.71901 4.91445
H -18.32961 12.34075 4.52884
H -20.08903 11.22485 3.53974
H -19.02659 10.03187 2.81460
H -19.54101 11.93410 1.36898
H -16.79333 12.13649 2.80737
C -19.32952 9.77622 7.58730
C -17.81156 9.90419 7.34443
O -17.40548 11.31550 7.18527
O -20.19421 10.27416 6.63331
H -19.55484 10.25018 8.57251
H -19.50643 8.66945 7.69005
H -17.54378 9.38141 6.39214
H -17.33189 9.48702 8.19691
H -18.06566 11.88756 7.58613
H -20.27255 11.25870 6.63238
C -15.12339 10.61549 0.43773
C -16.17965 10.88686 -0.67874
O -16.62102 9.73456 -1.33363
H -15.44689 9.75157 1.00706
H -15.05308 11.48299 1.13232
H -14.06991 10.47163 0.06851
H -15.72469 11.53860 -1.42613
H -17.02002 11.47487 -0.15052
H -17.03274 9.25103 -0.58639
*
```

Computed properties:
Frontier orbital gap   9.983 eV
Largest force on an atom   3.3 eV/A
ΔE to the lowest compared entry with this formula, charge and spin   23.7 kJ/mol
LUMO level   0.38 eV
E_tot   -2918.2164 Ha

These are the Löwdin partial charges, in e, on atoms 1 to 6: atom 1 (C): -0.254, atom 2 (C): -0.255, atom 3 (O): -0.074, atom 4 (O): -0.086, atom 5 (H): 0.127, atom 6 (H): 0.133


Formula: C26H79N3O19
Source: OMol25
Level of theory: ωB97M-V/def2-TZVPD

ORCA input file:
```
! RIJCOSX wB97M-V def2-TZVPD def2/J DEFGRID3
* xyz 0 1
C -8.40394 10.80257 -24.34042
O -8.24915 10.87899 -25.75279
C -9.48340 10.43346 -26.45530
C -9.19957 10.45274 -28.01684
C -8.65767 11.78197 -28.62424
N -10.45664 10.10096 -28.72963
H -7.60628 11.26454 -23.75869
H -8.56667 9.75706 -24.07863
H -9.34466 11.27291 -24.05418
H -9.73091 9.41072 -26.17098
H -10.24264 11.16838 -26.18783
H -8.47819 9.64302 -28.12657
H -7.91413 12.13807 -27.91119
H -9.34137 12.62904 -28.68031
H -8.03078 11.63578 -29.50387
H -10.99586 10.93654 -28.90611
H -10.99088 9.67248 -27.98728
C -8.34619 -1.86907 -27.91164
O -9.10628 -0.79985 -27.27649
C -9.41896 -0.92103 -25.93498
C -10.14551 0.31676 -25.39949
C -9.54924 1.72879 -25.56993
N -10.43629 0.25400 -23.99690
H -7.92997 -1.57601 -28.87548
H -8.81538 -2.84755 -28.01424
H -7.51295 -2.09818 -27.24730
H -10.00266 -1.80318 -25.67191
H -8.50853 -1.04138 -25.34784
H -11.15186 0.38549 -25.81259
H -9.80631 2.53951 -24.88821
H -9.66900 2.00241 -26.61820
H -8.47451 1.60914 -25.43302
H -11.02046 -0.56643 -23.92106
H -9.61123 0.09133 -23.43750
C -7.25568 3.61960 -22.12724
O -6.78320 4.93140 -21.94487
C -5.99571 5.62134 -22.95907
C -5.29188 6.92775 -22.31626
C -6.27263 7.92483 -21.78210
N -4.48359 7.45751 -23.45044
H -7.46047 3.19350 -21.14510
H -6.50086 3.05854 -22.67820
H -8.18558 3.73964 -22.68310
H -5.22083 5.01589 -23.42929
H -6.64331 5.64917 -23.83538
H -4.79030 6.48847 -21.45397
H -7.18504 7.88843 -22.37733
H -5.85511 8.92444 -21.90282
H -6.55466 7.67534 -20.75920
H -4.80806 7.25972 -24.38623
H -3.61163 6.96770 -23.30948
O -4.61587 10.17205 -24.52808
C -4.41728 10.44912 -25.92784
C -3.14834 11.32396 -26.15345
O -3.15578 11.57411 -27.59643
H -5.04170 9.31863 -24.41881
H -4.04977 9.50076 -26.31981
H -5.31295 10.88240 -26.37297
H -2.24381 10.80311 -25.83938
H -3.19061 12.28521 -25.64127
H -2.59773 10.96285 -28.08275
O -8.72723 -2.07924 -18.57779
C -9.25826 -0.79448 -18.99145
C -8.32196 -0.00739 -20.01532
O -8.42635 -0.62330 -21.30384
H -9.40432 -2.49670 -18.04032
H -10.18721 -0.96193 -19.53653
H -9.41150 -0.16839 -18.11245
H -7.33046 0.07386 -19.56988
H -8.78125 0.97589 -20.11674
H -7.93530 -1.44733 -21.26569
O -9.65719 3.30368 -18.69132
C -10.35915 3.85095 -19.85754
C -11.77151 4.48145 -19.62796
O -11.81237 5.77505 -19.04860
H -10.22748 2.82326 -18.08670
H -9.68813 4.65804 -20.15155
H -10.48738 3.11958 -20.65551
H -12.43198 3.92045 -18.96679
H -12.21854 4.66292 -20.60538
H -12.63114 5.94825 -18.57826
O -8.72484 10.45677 -20.58433
C -10.07142 10.08693 -20.74335
C -10.49283 9.33077 -19.55668
O -9.86678 8.19405 -19.17600
H -8.32117 9.81247 -19.99821
H -10.64241 10.98342 -20.98494
H -9.98050 9.51939 -21.66950
H -11.47447 8.89399 -19.74026
H -10.70417 10.00452 -18.72633
H -10.46817 7.44614 -19.19985
O -1.59654 5.29973 -19.63593
C -0.57154 5.82050 -20.60424
C -1.27899 6.41413 -21.80780
O -1.81513 5.32436 -22.64195
H -1.13809 5.17652 -18.80152
H -0.11321 6.64201 -20.05364
H 0.18070 5.08354 -20.88554
H -0.53275 7.02296 -22.31825
H -2.18214 6.99013 -21.60618
H -1.02906 5.03335 -23.10992
O -6.84581 3.39770 -17.21548
C -5.54750 3.67034 -17.50606
C -5.61249 4.29133 -18.91723
O -6.59397 5.29480 -19.10489
H -7.27695 4.12301 -17.67334
H -5.33059 4.50459 -16.83892
H -4.82123 2.91999 -17.19360
H -5.63437 3.53471 -19.70153
H -4.69593 4.85647 -19.08641
H -7.08371 5.17268 -19.92150
O -7.70853 6.81026 -25.70683
C -7.29605 6.65478 -27.08669
C -5.95993 5.99261 -27.28184
O -4.88328 6.87445 -26.98179
H -7.16661 7.39341 -25.17031
H -8.05593 6.13850 -27.67331
H -7.20424 7.59853 -27.62427
H -5.77826 5.60979 -28.28610
H -5.82584 5.04069 -26.76806
H -4.02135 6.45344 -26.94419
O -3.25437 1.65242 -23.36979
H -2.67086 1.83186 -22.63254
H -4.11999 1.92061 -23.06155
O -3.23502 9.98460 -22.06113
H -3.46524 9.07673 -21.86364
H -3.77890 10.21148 -22.81541
*
```

Computed properties:
SMILES   COC[C@H](C)N.COC[C@H](C)N.COC[C@H](C)N.OCCO.OCCO.OCCO.OCCO.OCCO.OCCO.OCCO.O.O
Frontier orbital gap   9.418 eV
Largest force on an atom   4.9 eV/A
LUMO level   0.21 eV
E_tot   -2631.4747 Ha

These are the Löwdin partial charges, in e, on atoms 1 to 6: atom 1 (C): -0.115, atom 2 (O): -0.221, atom 3 (C): -0.144, atom 4 (C): -0.387, atom 5 (C): -0.051, atom 6 (N): 0.024


HOMO energy (Ha)
-0.29574, -0.35300, -0.33838